No. 1
The following is a DFT calculation (wB97M-V/def2-TZVPD) of a cluster of 10 separate species, C43H113N7O13 in total in a non-equilibrium geometry.

The geometry in XYZ format:
```
176
C43H113N7O13 | OMol25 | wB97M-V/def2-TZVPD
C 3.0238 3.3872 -3.1411
O 2.6529 4.2598 -2.1055
C 3.5796 4.5634 -1.0450
C 4.8235 5.3818 -1.4821
C 6.0614 5.0640 -0.6819
N 4.7254 6.8610 -1.4700
H 3.6731 3.8661 -3.8740
H 2.1383 2.9367 -3.5896
H 3.4931 2.5049 -2.7059
H 2.9615 5.0008 -0.2609
H 3.9132 3.6294 -0.5929
H 4.8943 5.1112 -2.5356
H 6.4043 4.0297 -0.7071
H 5.8017 5.3053 0.3488
H 6.9388 5.5195 -1.1410
H 5.6631 7.2223 -1.3690
H 4.4640 7.0524 -2.4266
C 1.7624 -1.2736 9.3628
O 1.1534 -0.3113 8.4961
C 1.7179 -0.0799 7.2483
C 0.7658 0.8124 6.3919
C 1.1390 0.9099 4.9017
N 0.6768 2.1102 6.9307
H 2.0509 -2.2229 8.9114
H 1.1493 -1.5213 10.2293
H 2.6495 -0.8386 9.8231
H 2.6356 0.4789 7.4320
H 2.0287 -0.9682 6.6984
H -0.2563 0.4476 6.2900
H 2.0126 1.5336 4.7118
H 0.3406 1.3061 4.2742
H 1.2731 -0.0745 4.4534
H 0.1896 1.9394 7.7987
H 0.0058 2.6731 6.4276
C -3.1002 -4.1104 1.1300
O -4.0118 -3.0715 0.8804
C -3.5391 -1.7346 0.6175
C -4.5170 -0.8062 1.2880
C -5.9235 -0.8030 0.7888
N -4.0282 0.5770 1.1624
H -2.4915 -4.2325 0.2340
H -3.5898 -4.9896 1.5487
H -2.3631 -3.8875 1.9014
H -2.5374 -1.7019 1.0462
H -3.3756 -1.6283 -0.4549
H -4.4089 -0.9974 2.3557
H -6.6289 -0.3951 1.5128
H -6.2816 -1.7964 0.5185
H -6.2247 -0.1917 -0.0619
H -3.0427 0.7946 1.1225
H -4.2674 0.8061 0.2083
C -6.8769 -2.0715 -8.5289
O -6.2569 -1.2819 -7.5214
C -6.0303 -1.9291 -6.2644
C -5.6484 -1.0871 -5.0675
C -5.5726 -1.9742 -3.8420
N -6.7945 -0.2259 -4.8768
H -6.3633 -3.0104 -8.7359
H -6.7724 -1.5598 -9.4857
H -7.9552 -2.2071 -8.4454
H -6.8746 -2.5007 -5.8789
H -5.2950 -2.7296 -6.3462
H -4.7533 -0.4840 -5.2194
H -6.4807 -2.2642 -3.3136
H -4.9618 -1.5389 -3.0511
H -5.0982 -2.9196 -4.1052
H -7.5447 -0.8667 -5.0926
H -6.8299 0.4963 -5.5820
C -3.0756 1.1856 -2.8582
O -1.9441 1.9630 -3.3641
C -1.1214 2.8560 -2.5769
C -0.2452 2.0326 -1.5457
N 0.2099 2.7869 -0.3540
C 0.7593 1.9358 0.7110
C 1.7590 0.7861 0.3899
O 1.2323 -0.3304 -0.3201
C 2.1307 -1.4413 -0.5310
H -2.9181 0.2241 -2.3695
H -3.7152 0.8030 -3.6536
H -3.6762 1.9189 -2.3199
H -1.7212 3.5369 -1.9730
H -0.6108 3.5483 -3.2463
H 0.5433 1.5069 -2.0841
H -0.8843 1.2281 -1.1818
H 0.8079 3.5244 -0.6986
H -0.0653 1.3530 1.1216
H 0.9991 2.5072 1.6077
H 1.9187 0.3740 1.3863
H 2.6533 1.1961 -0.0793
H 2.7702 -1.4290 -1.4136
H 1.4969 -2.3027 -0.7419
H 2.7349 -1.6667 0.3478
C 7.3415 -0.6683 0.2028
O 7.7409 0.6371 0.7923
C 6.9499 1.0496 1.8824
C 5.7149 1.7071 1.4098
N 4.9026 2.4569 2.3429
C 5.3842 3.7611 2.8424
C 4.8890 3.9310 4.3067
O 5.3946 2.8575 5.1221
C 4.6743 2.8503 6.3129
H 6.9956 -0.5425 -0.8232
H 6.5164 -1.0904 0.7767
H 8.1546 -1.3770 0.0456
H 7.5650 1.7466 2.4516
H 6.7771 0.2938 2.6485
H 5.1842 0.8307 1.0379
H 5.9016 2.0548 0.3937
H 4.7224 1.9520 3.1989
H 5.0291 4.3536 1.9993
H 6.4722 3.8019 2.8944
H 3.8027 3.8428 4.3198
H 5.2088 4.9061 4.6741
H 4.5861 1.8606 6.7610
H 3.6294 3.1593 6.3427
H 5.1511 3.5135 7.0347
C -0.9292 -2.2294 4.3995
O -0.1849 -3.3380 4.7240
C 0.1765 -4.1703 3.6640
C 1.4299 -5.0770 3.8885
N 2.5535 -4.2966 4.3207
C 3.1175 -3.5517 3.1624
C 4.3432 -2.6687 3.5320
O 3.9219 -1.4486 4.0123
C 4.7414 -0.9200 4.9854
H -1.6680 -2.6448 3.7141
H -0.3886 -1.3432 4.0671
H -1.5521 -2.0538 5.2765
H 0.3019 -3.6194 2.7319
H -0.7381 -4.7370 3.4895
H 1.7097 -5.6603 3.0113
H 1.0585 -5.7726 4.6411
H 2.2170 -3.6564 5.0257
H 2.3304 -2.8664 2.8476
H 3.3205 -4.3834 2.4878
H 4.5895 -2.3616 2.5155
H 5.1900 -3.1606 4.0105
H 5.0015 -1.5510 5.8353
H 4.3214 0.0714 5.1549
H 5.7119 -0.8597 4.4930
C -8.5358 2.7815 -1.3865
C -7.2708 3.0630 -2.2269
C -6.4012 4.1122 -1.6415
O -6.4859 1.8857 -2.2123
H -8.3010 2.2417 -0.4691
H -9.0346 2.0053 -1.9669
H -9.0293 3.7180 -1.1268
H -7.5773 3.3726 -3.2261
H -6.2856 4.0410 -0.5600
H -6.8616 5.0579 -1.9275
H -5.4268 4.1514 -2.1284
H -6.5063 1.4570 -3.0710
C -2.5379 -1.7500 -7.7547
C -1.8746 -1.5725 -6.3369
C -1.6686 -0.2808 -5.7420
O -2.4602 -2.3686 -5.4147
H -2.4750 -2.7668 -8.1424
H -1.9515 -1.2110 -8.4989
H -3.5764 -1.4273 -7.6814
H -0.8311 -1.8610 -6.4628
H -1.0512 0.2892 -6.4363
H -1.1229 -0.3773 -4.8034
H -2.5847 0.3071 -5.6851
H -1.8080 -3.0620 -5.2910
C 1.1713 -5.4912 -4.0470
C -0.1675 -4.8703 -3.7937
C -0.0950 -3.6307 -2.9203
O -0.8280 -4.4221 -4.9999
H 1.8198 -5.4206 -3.1738
H 1.7003 -4.9969 -4.8618
H 0.9805 -6.5018 -4.4081
H -0.8198 -5.5375 -3.2302
H 0.4998 -3.6119 -2.0071
H -1.1160 -3.4746 -2.5721
H 0.0296 -2.6755 -3.4302
H -0.8847 -5.1528 -5.6200
```

Frontier orbital gap in eV: 8.7
LUMO in eV: 0.3
Strongest force on any atom in eV Å⁻¹: 3.7
SMILES: COC[C@H](C)N.COC[C@H](C)N.COC[C@H](C)N.COC[C@H](C)N.COCCNCCOC.COCCNCCOC.COCCNCCOC.CC(C)O.CC(C)O.CC(C)O
ΔE to the lowest compared entry with this formula, charge and spin in kJ/mol: 687.6

Atom charges from the Löwdin analysis, given in e for atoms 1 to 2: C -0.1114; O -0.2163

No. 2
The following is a DFT calculation (wB97M-V/def2-TZVPD) of the molecule C2H6N2O in a non-equilibrium geometry.

The geometry in XYZ format:
```
11
C2H6N2O | OMol25 | wB97M-V/def2-TZVPD
H -2.1082 -1.0423 -1.6531
N -1.1044 -0.7520 -1.3811
C -0.8974 -1.1252 -0.1193
N 0.2239 -0.8022 0.5715
O 1.1523 0.0750 -0.0983
C 0.8497 1.3969 0.1448
H -1.4924 -1.7445 0.5339
H 0.7802 -1.4400 1.2149
H 1.1895 1.6937 1.2169
H -0.2105 1.7948 0.0000
H 1.6172 1.9458 -0.4302
```

Frontier orbital gap in eV: 10.1
LUMO in eV: 0.9
Strongest force on any atom in eV Å⁻¹: 3.6
SMILES: [H]/N=C/NOC
ΔE to the lowest compared entry with this formula, charge and spin in kJ/mol: 370.3

Atom charges from the Löwdin analysis, given in e for atoms 1 to 2: H 0.0590; N 0.0577